Computed, not measured: C5H5FS in the gas phase in a non-equilibrium geometry, with wB97M-V/def2-TZVPD.

Geometry as XYZ:
```
12
Properties=species:S:1:pos:R:3
S 2.07 -0.16 -0.85
F -2.45 -0.24 -0.66
C 0.91 0.66 0.23
C -0.49 1.11 -0.18
C -1.14 -0.22 -0.38
C 0.93 -0.81 0.40
C -0.39 -1.26 -0.12
H 1.42 -1.28 1.22
H -0.59 1.65 -1.10
H -0.61 -2.30 -0.19
H -1.04 1.69 0.59
H 1.40 1.16 1.04
```

Results
Energy above the lowest of the compared OMol25 structures with the same formula, charge and spin, kcal/mol: 2.1
Lowest unoccupied orbital energy, eV: 0.96
Total energy, eV: -18817.4649
SMILES: FC1=C[C@H]2S[C@H]2C1


Computed, not measured: C5H5I2N in the gas phase in a non-equilibrium geometry, with wB97M-V/def2-TZVPD.

Geometry as XYZ:
```
13
Properties=species:S:1:pos:R:3
I 1.32 -3.62 0.29
I 1.84 1.61 -1.98
N -2.26 0.80 1.19
C 0.14 -0.86 0.44
C -0.03 -2.12 0.21
C -0.29 0.31 -0.18
C -1.48 0.67 0.39
C 0.31 1.82 -0.10
H 1.16 1.74 0.51
H 1.08 -0.67 1.06
H -0.49 0.10 -1.19
H -0.75 -2.34 -0.58
H -0.55 2.56 -0.07
```

Results
Energy above the lowest of the compared OMol25 structures with the same formula, charge and spin, kcal/mol: 58.7
Lowest unoccupied orbital energy, eV: -1.04
Total energy, eV: -22953.1090
SMILES: N#C[C@H](/C=C/I)CI


Computed, not measured: a molecular structure, C5H5I2NO2 in a non-equilibrium geometry, with wB97M-V/def2-TZVPD.

Geometry as XYZ:
```
15
Properties=species:S:1:pos:R:3
I 1.81 2.57 0.54
I -2.23 0.54 2.24
O -1.14 2.25 -1.03
O -0.97 -2.18 -0.02
N 1.91 -0.51 0.56
C 2.28 0.57 1.12
C -0.75 -0.19 -1.59
C -1.18 1.07 -0.81
C -1.04 -0.91 -0.31
C -1.38 0.25 0.33
H -1.25 -0.28 -2.52
H 2.96 0.70 1.97
H 2.38 -1.27 0.85
H -1.62 -2.52 0.65
H 0.21 -0.08 -1.99
```

Results
Energy above the lowest of the compared OMol25 structures with the same formula, charge and spin, kcal/mol: 40.5
Lowest unoccupied orbital energy, eV: 0.27
Total energy, eV: -27049.4182


Computed, not measured: a gas-phase ion, C5H5IN (charge +1) in a non-equilibrium geometry, with wB97M-V/def2-TZVPD.

Geometry as XYZ:
```
12
Properties=species:S:1:pos:R:3
I 0.65 0.65 3.10
N -1.20 -0.30 -0.70
C 0.42 0.65 0.92
C -1.21 -0.34 -1.85
C -1.09 0.07 0.66
C 2.12 -0.56 -0.74
C 1.28 -0.16 0.01
H -1.14 -0.52 -2.94
H -1.33 -0.79 1.34
H 0.62 1.71 0.60
H 2.87 -1.21 -1.09
H -1.98 0.80 0.70
```

Results
Charge: +1
Lowest unoccupied orbital energy, eV: -4.82
Total energy, eV: -14845.1306
SMILES: C#C[C@H](I)C[N+]#C


Computed, not measured: 2 unconnected molecules or ions with the total composition C5H5IN2O2 in a non-equilibrium geometry, with wB97M-V/def2-TZVPD.

Geometry as XYZ:
```
15
Properties=species:S:1:pos:R:3
I -1.15 -0.14 -4.78
O 1.68 0.52 -4.36
O 1.17 -0.76 2.94
N 0.25 0.14 -0.50
N -1.53 0.36 0.92
C 0.77 0.18 -3.75
C 0.46 -0.27 1.83
C -0.85 0.14 2.02
C 0.96 -0.28 0.56
C -1.09 0.48 -0.36
H 0.71 0.01 -2.59
H 2.01 -0.41 0.28
H 0.47 -0.74 3.68
H -1.32 0.14 2.98
H -2.53 0.63 1.12
```

Results
Energy above the lowest of the compared OMol25 structures with the same formula, charge and spin, kcal/mol: 21.3
Lowest unoccupied orbital energy, eV: -0.49
Total energy, eV: -20438.2571


Computed, not measured: 2 unconnected molecules or ions with the total composition C5H5IO3S2 in a non-equilibrium geometry, with wB97M-V/def2-TZVPD.

Geometry as XYZ:
```
16
Properties=species:S:1:pos:R:3
I 4.77 -0.93 -0.70
S 4.00 0.93 0.75
S 1.04 3.41 -0.90
O 0.74 -0.04 0.71
O 3.93 0.39 2.10
O 4.77 2.12 0.52
C -0.28 -0.80 1.39
C 1.52 1.90 -0.36
C -0.62 3.04 -0.44
C 0.54 1.19 0.23
C -0.72 1.82 0.19
H -1.16 -1.13 0.85
H -1.66 1.41 0.69
H -1.43 3.86 -0.74
H -0.60 -0.20 2.23
H 0.28 -1.53 1.93
```

Results
Energy above the lowest of the compared OMol25 structures with the same formula, charge and spin, kcal/mol: 86.1
Lowest unoccupied orbital energy (alpha / beta), eV: -3.29 / -3.23
Total energy, eV: -41173.8396


Computed, not measured: C5H5N in the gas phase, with wB97M-V/def2-TZVPD.

Geometry as XYZ:
```
11
Properties=species:S:1:pos:R:3
N 0.09 -0.94 0.86
C -1.04 -1.04 0.06
C 1.22 0.64 0.01
C -0.16 1.04 0.29
C -1.34 0.27 -0.12
C 1.27 -0.72 0.17
H -0.32 2.10 0.55
H 1.97 1.31 -0.40
H -2.20 0.72 -0.62
H 1.89 -1.46 -0.34
H -1.39 -1.93 -0.47
```

Results
Energy above the lowest of the compared OMol25 structures with the same formula, charge and spin, kcal/mol: 118.9
Lowest unoccupied orbital energy (alpha / beta), eV: -0.37 / -0.52
Total energy, eV: -6750.7516
SMILES: c1ccncc1


Computed, not measured: C5H5N in the gas phase in a non-equilibrium geometry, with wB97M-V/def2-TZVPD.

Geometry as XYZ:
```
11
Properties=species:S:1:pos:R:3
N 3.39 -0.04 -0.28
C -0.62 -0.48 -0.59
C 0.16 -1.27 0.12
C 0.98 0.02 0.61
C 0.05 0.87 -0.24
C 2.27 -0.02 0.00
H 0.20 -2.34 0.18
H -1.35 -0.90 -1.24
H 0.59 1.21 -1.17
H -0.59 1.59 0.32
H 1.22 0.01 1.63
```

Results
Energy above the lowest of the compared OMol25 structures with the same formula, charge and spin, kcal/mol: 60.4
Lowest unoccupied orbital energy, eV: 0.93
Total energy, eV: -6753.2898
SMILES: N#C[C@@H]1C=CC1


Computed, not measured: C5H5N in the gas phase in a non-equilibrium geometry, with wB97M-V/def2-TZVPD.

Geometry as XYZ:
```
11
Properties=species:S:1:pos:R:3
N -1.16 1.64 -3.59
C -0.82 0.74 -1.17
C 0.33 -0.16 0.31
C -0.41 -0.69 -0.87
C -0.91 1.24 -2.52
C 1.13 0.34 1.16
H -1.28 -1.44 -0.64
H -1.63 1.09 -0.67
H 1.62 -0.48 1.74
H 0.29 -1.10 -1.50
H 1.32 1.36 1.41
```

Results
Energy above the lowest of the compared OMol25 structures with the same formula, charge and spin, kcal/mol: 111.1
Lowest unoccupied orbital energy (alpha / beta), eV: -0.18 / -0.18
Total energy, eV: -6751.0884


Computed, not measured: C5H5N in the gas phase, with wB97M-V/def2-TZVPD.

Geometry as XYZ:
```
11
Properties=species:S:1:pos:R:3
N 0.25 -1.55 0.17
C -1.26 0.29 0.20
C 1.08 0.64 -0.19
C 1.27 -0.70 0.14
C -0.97 -1.06 -0.01
C -0.19 1.16 0.03
H 1.86 1.21 -0.69
H -0.34 2.24 0.05
H -1.67 -1.74 -0.48
H -2.27 0.63 0.41
H 2.26 -1.11 0.36
```

Results
Energy above the lowest of the compared OMol25 structures with the same formula, charge and spin, kcal/mol: 16.7
Lowest unoccupied orbital energy, eV: 0.86
Total energy, eV: -6755.1832
SMILES: c1ccncc1


Computed, not measured: C5H5N in the gas phase in a non-equilibrium geometry, with wB97M-V/def2-TZVPD.

Geometry as XYZ:
```
11
Properties=species:S:1:pos:R:3
N 3.63 -0.39 -0.24
C -0.32 -0.22 -0.18
C 1.30 0.39 0.41
C -0.88 -1.35 0.03
C 0.22 1.04 -0.47
C 2.54 -0.14 0.01
H -1.90 -1.45 -0.27
H -0.27 2.07 -0.23
H 0.30 1.02 -1.50
H 1.27 0.54 1.55
H -0.34 -2.22 0.45
```

Results
Energy above the lowest of the compared OMol25 structures with the same formula, charge and spin, kcal/mol: 87.3
Lowest unoccupied orbital energy, eV: 0.73
Total energy, eV: -6752.1201
SMILES: C=C1C[C@@H]1C#N


Computed, not measured: C5H5N in the gas phase in a non-equilibrium geometry, with wB97M-V/def2-TZVPD.

Geometry as XYZ:
```
11
Properties=species:S:1:pos:R:3
N 0.82 -2.55 -0.37
C -0.72 0.52 -0.53
C 0.63 -1.73 0.41
C 0.19 0.95 -1.40
C 0.29 -0.67 1.32
C -0.48 0.33 0.95
H -0.05 1.32 -2.34
H 1.19 1.35 -1.16
H 0.56 -0.80 2.39
H -1.62 0.28 -1.01
H -0.81 1.01 1.75
```

Results
Multiplicity: 3
Energy above the lowest of the compared OMol25 structures with the same formula, charge and spin, kcal/mol: 18.9
Lowest unoccupied orbital energy (alpha / beta), eV: 0.87 / -3.32
Total energy, eV: -6749.8105
Expectation value of S²: 2.019


What did the first record say?
Computed, not measured: C5H5FS in the gas phase in a non-equilibrium geometry, with wB97M-V/def2-TZVPD.

Geometry as XYZ:
```
12
Properties=species:S:1:pos:R:3
S 2.07 -0.16 -0.85
F -2.45 -0.24 -0.66
C 0.91 0.66 0.23
C -0.49 1.11 -0.18
C -1.14 -0.22 -0.38
C 0.93 -0.81 0.40
C -0.39 -1.26 -0.12
H 1.42 -1.28 1.22
H -0.59 1.65 -1.10
H -0.61 -2.30 -0.19
H -1.04 1.69 0.59
H 1.40 1.16 1.04
```

Results
Energy above the lowest of the compared OMol25 structures with the same formula, charge and spin, kcal/mol: 2.1
Lowest unoccupied orbital energy, eV: 0.96
Total energy, eV: -18817.4649
SMILES: FC1=C[C@H]2S[C@H]2C1